1.
{
  "formula": "C10H16",
  "method": "ωB97M-V/def2-TZVPD",
  "gap_ev": 10.125,
  "e_above_lowest_kcal_mol": 16.4,
  "smiles": "Cc1ccccc1.CCC",
  "homo_energy_ev": -9.08,
  "elements": ["C", "C", "C", "C", "C", "C", "C", "H", "H", "H", "H", "H", "H", "H", "H", "C", "C", "C", "H", "H", "H", "H", "H", "H", "H", "H"],
  "positions_angstrom": [[2.19, 0.37, -1.74], [1.45, 0.97, -0.59], [0.53, 2.00, -0.73], [-0.08, 2.59, 0.37], [0.11, 2.03, 1.62], [1.04, 1.01, 1.79], [1.67, 0.45, 0.70], [1.61, -0.27, -2.39], [3.01, -0.27, -1.43], [2.63, 1.15, -2.37], [0.41, 2.53, -1.67], [-0.61, 3.51, 0.30], [-0.31, 2.53, 2.49], [1.10, 0.62, 2.80], [2.45, -0.28, 0.90], [-1.72, -0.66, -0.70], [-1.24, -1.49, 0.52], [-1.67, -2.97, 0.35], [-2.34, 0.20, -0.43], [-2.32, -1.19, -1.44], [-0.87, -0.23, -1.20], [-0.17, -1.44, 0.42], [-1.67, -1.08, 1.43], [-2.57, -3.25, 0.90], [-1.73, -3.21, -0.71], [-0.92, -3.60, 0.80]],
  "lowdin_charge": [-0.0548, -0.2950, -0.0699, -0.0844, -0.0960, -0.0935, -0.0670, 0.0732, 0.0741, 0.0822, 0.1151, 0.0954, 0.0964, 0.1041, 0.1108, -0.1146, -0.2724, -0.1159, 0.0662, 0.0637, 0.0368, 0.0720, 0.0941, 0.0652, 0.0620, 0.0521]
}

2.
{
  "formula": "C64H208N16O32",
  "method": "ωB97M-V/def2-TZVPD",
  "gap_ev": 9.238,
  "homo_energy_ev": -8.80,
  "elements": ["O", "H", "H", "O", "H", "H", "O", "H", "H", "O", "H", "H", "O", "H", "H", "O", "H", "H", "O", "H", "H", "O", "H", "H", "O", "H", "H", "O", "H", "H", "O", "H", "H", "O", "H", "H", "O", "H", "H", "O", "H", "H", "O", "H", "H", "O", "H", "H", "C", "C", "C", "O", "C", "N", "H", "H", "H", "H", "H", "H", "H", "H", "H", "H", "H", "C", "C", "C", "O", "C", "N", "H", "H", "H", "H", "H", "H", "H", "H", "H", "H", "H", "C", "C", "C", "O", "C", "N", "H", "H", "H", "H", "H", "H", "H", "H", "H", "H", "H", "C", "C", "C", "O", "C", "N", "H", "H", "H", "H", "H", "H", "H", "H", "H", "H", "H", "C", "C", "C", "O", "C", "N", "H", "H", "H", "H", "H", "H", "H", "H", "H", "H", "H", "C", "C", "C", "O", "C", "N", "H", "H", "H", "H", "H", "H", "H", "H", "H", "H", "H", "C", "C", "C", "O", "C", "N", "H", "H", "H", "H", "H", "H", "H", "H", "H", "H", "H", "C", "C", "C", "O", "C", "N", "H", "H", "H", "H", "H", "H", "H", "H", "H", "H", "H", "C", "C", "C", "O", "C", "N", "H", "H", "H", "H", "H", "H", "H", "H", "H", "H", "H", "C", "C", "C", "O", "C", "N", "H", "H", "H", "H", "H", "H", "H", "H", "H", "H", "H", "C", "C", "C", "O", "C", "N", "H", "H", "H", "H", "H", "H", "H", "H", "H", "H", "H", "C", "C", "C", "O", "C", "N", "H", "H", "H", "H", "H", "H", "H", "H", "H", "H", "H", "C", "C", "C", "O", "C", "N", "H", "H", "H", "H", "H", "H", "H", "H", "H", "H", "H", "C", "C", "C", "O", "C", "N", "H", "H", "H", "H", "H", "H", "H", "H", "H", "H", "H", "C", "C", "C", "O", "C", "N", "H", "H", "H", "H", "H", "H", "H", "H", "H", "H", "H", "C", "C", "C", "O", "C", "N", "H", "H", "H", "H", "H", "H", "H", "H", "H", "H", "H"],
  "positions_angstrom": [[5.82, -3.71, -1.22], [5.69, -4.05, -2.11], [6.39, -2.92, -1.38], [1.34, 4.98, -1.58], [0.74, 5.49, -2.13], [1.54, 4.18, -2.12], [0.33, 2.03, 5.91], [-0.27, 2.35, 6.60], [0.83, 2.77, 5.54], [3.14, 5.76, 2.92], [2.88, 5.99, 2.00], [3.64, 4.96, 2.71], [2.72, 6.39, 0.28], [3.52, 6.72, -0.17], [2.29, 5.82, -0.41], [1.43, 4.12, 4.61], [2.01, 4.82, 4.18], [0.98, 3.80, 3.79], [0.37, 3.39, 2.07], [-0.56, 3.07, 2.11], [0.19, 4.26, 1.72], [-3.78, -0.56, 1.65], [-3.34, -0.90, 2.42], [-4.40, 0.04, 2.02], [-3.54, 0.47, -3.50], [-4.03, -0.35, -3.56], [-3.36, 0.58, -2.56], [3.29, -4.53, -0.09], [4.12, -4.12, -0.33], [3.00, -4.17, 0.77], [-0.99, -0.16, 5.71], [-0.42, -0.92, 5.57], [-0.45, 0.65, 5.71], [0.39, -2.54, 5.19], [0.07, -3.27, 4.69], [1.23, -2.23, 4.71], [-2.88, -0.15, -0.86], [-1.96, -0.45, -0.99], [-3.17, -0.46, 0.03], [2.11, -7.20, -0.06], [2.39, -7.48, -0.94], [2.58, -6.35, -0.09], [-5.19, 1.06, 3.61], [-4.91, 1.88, 4.11], [-4.64, 0.33, 4.02], [-3.23, -1.05, 4.46], [-3.73, -1.65, 5.00], [-2.52, -0.61, 5.05], [-1.10, 8.50, -2.66], [-1.51, 7.08, -2.27], [-3.00, 6.91, -2.23], [-3.50, 7.75, -1.16], [-4.90, 7.53, -0.77], [-0.86, 6.14, -3.22], [-1.46, 9.28, -2.05], [-1.47, 8.74, -3.64], [-0.01, 8.55, -2.77], [-1.17, 6.84, -1.26], [-3.37, 5.86, -2.14], [-3.40, 7.39, -3.16], [-4.95, 6.51, -0.34], [-5.64, 7.62, -1.57], [-5.09, 8.14, 0.12], [-0.81, 6.50, -4.19], [-1.28, 5.23, -3.29], [0.03, -2.18, 8.56], [-1.27, -2.81, 8.01], [-1.64, -3.94, 8.94], [-2.68, -4.68, 8.27], [-3.43, -5.47, 9.14], [-2.34, -1.79, 7.95], [0.77, -2.96, 8.48], [-0.06, -1.94, 9.61], [0.33, -1.29, 8.00], [-0.90, -3.24, 7.07], [-1.92, -3.54, 9.96], [-0.79, -4.66, 9.13], [-4.29, -5.93, 8.61], [-3.75, -4.88, 9.96], [-2.90, -6.39, 9.39], [-2.09, -1.20, 7.15], [-3.21, -2.26, 7.76], [3.68, -7.52, -4.22], [4.23, -6.44, -3.27], [3.23, -5.34, -3.04], [3.02, -4.81, -4.38], [2.13, -3.73, -4.45], [4.65, -7.06, -2.01], [3.29, -7.04, -5.09], [2.84, -8.01, -3.70], [4.45, -8.25, -4.49], [5.07, -5.91, -3.77], [3.55, -4.49, -2.45], [2.24, -5.75, -2.73], [2.53, -2.88, -3.91], [1.09, -4.04, -4.15], [2.09, -3.37, -5.53], [5.34, -7.84, -2.09], [5.15, -6.35, -1.46], [-2.75, -7.81, -2.68], [-1.40, -8.13, -3.31], [-0.95, -7.09, -4.41], [-0.28, -7.69, -5.46], [0.56, -6.89, -6.25], [-0.30, -8.32, -2.39], [-2.62, -6.74, -2.43], [-2.96, -8.34, -1.77], [-3.53, -7.83, -3.46], [-1.51, -9.12, -3.80], [-0.30, -6.40, -3.94], [-1.80, -6.46, -4.77], [0.04, -6.46, -7.09], [1.37, -7.53, -6.61], [1.06, -6.14, -5.65], [-0.08, -7.47, -1.94], [-0.31, -9.05, -1.74], [-4.31, 3.14, 8.00], [-3.37, 2.59, 6.93], [-3.06, 3.68, 5.84], [-4.25, 3.83, 5.12], [-4.16, 4.82, 4.09], [-2.16, 2.05, 7.48], [-3.69, 3.64, 8.78], [-4.81, 2.27, 8.46], [-5.11, 3.82, 7.65], [-3.96, 1.79, 6.39], [-2.36, 3.26, 5.15], [-2.75, 4.66, 6.23], [-5.09, 4.68, 3.53], [-3.36, 4.67, 3.39], [-4.05, 5.77, 4.58], [-2.05, 1.06, 7.27], [-2.23, 2.07, 8.47], [-4.34, -3.39, -4.40], [-5.13, -3.27, -3.06], [-4.63, -4.40, -2.16], [-5.50, -4.54, -1.06], [-5.31, -5.67, -0.31], [-4.87, -1.95, -2.45], [-4.62, -2.53, -5.03], [-4.61, -4.27, -4.94], [-3.25, -3.33, -4.18], [-6.21, -3.36, -3.26], [-3.56, -4.18, -1.92], [-4.69, -5.37, -2.60], [-6.26, -5.90, 0.08], [-4.51, -5.60, 0.41], [-4.93, -6.53, -0.88], [-4.11, -2.04, -1.78], [-5.65, -1.61, -1.93], [-0.20, 1.98, -6.27], [-0.70, 2.63, -4.96], [-2.13, 3.14, -5.22], [-2.73, 3.65, -4.00], [-4.10, 3.60, -3.98], [-0.69, 1.59, -3.92], [0.71, 1.45, -6.08], [0.04, 2.75, -7.03], [-0.81, 1.19, -6.60], [-0.01, 3.42, -4.70], [-2.70, 2.30, -5.58], [-2.18, 3.91, -6.03], [-4.69, 4.23, -4.67], [-4.44, 3.85, -2.97], [-4.41, 2.52, -4.10], [-1.22, 2.01, -3.17], [-1.11, 0.76, -4.30], [-2.03, 3.44, -0.47], [-2.89, 3.32, 0.78], [-4.27, 2.95, 0.36], [-4.92, 4.10, -0.30], [-6.32, 3.84, -0.46], [-2.32, 2.36, 1.68], [-1.04, 3.89, -0.23], [-2.43, 4.12, -1.19], [-1.88, 2.44, -0.92], [-2.91, 4.29, 1.28], [-4.88, 2.64, 1.25], [-4.30, 2.04, -0.26], [-6.54, 2.91, -1.08], [-6.78, 4.71, -0.99], [-6.86, 3.79, 0.46], [-3.02, 2.15, 2.39], [-2.05, 1.46, 1.29], [-0.76, -4.81, 0.90], [-2.00, -4.35, 1.59], [-1.65, -3.61, 2.86], [-0.78, -4.43, 3.70], [-1.64, -5.26, 4.51], [-2.66, -3.41, 0.69], [-1.09, -5.28, -0.05], [-0.22, -5.55, 1.50], [-0.18, -3.94, 0.68], [-2.64, -5.18, 1.84], [-2.53, -3.40, 3.42], [-1.16, -2.66, 2.56], [-1.89, -4.52, 5.32], [-1.11, -6.12, 4.94], [-2.54, -5.53, 3.92], [-3.50, -2.97, 1.03], [-1.98, -2.76, 0.22], [4.42, 2.62, -2.95], [3.21, 1.92, -3.52], [3.35, 0.43, -3.49], [4.32, -0.07, -4.38], [3.86, -0.09, -5.72], [2.03, 2.26, -2.69], [5.25, 2.38, -3.60], [4.71, 2.38, -1.93], [4.32, 3.70, -2.97], [3.08, 2.33, -4.48], [2.32, 0.09, -3.67], [3.68, 0.10, -2.52], [4.68, -0.52, -6.32], [3.70, 0.87, -6.13], [2.94, -0.67, -5.77], [2.02, 1.77, -1.82], [1.17, 1.98, -3.11], [-1.41, -2.50, -7.11], [-1.95, -1.54, -8.17], [-0.83, -1.24, -9.16], [0.14, -0.50, -8.45], [1.22, -0.22, -9.30], [-3.06, -2.21, -8.85], [-0.52, -2.01, -6.74], [-1.09, -3.42, -7.63], [-2.16, -2.72, -6.30], [-2.18, -0.60, -7.69], [-1.22, -0.65, -10.03], [-0.41, -2.19, -9.50], [2.08, 0.05, -8.71], [0.94, 0.54, -10.04], [1.39, -1.16, -9.78], [-3.52, -2.72, -8.12], [-3.70, -1.55, -9.28], [-0.03, 7.77, 3.23], [-1.00, 6.76, 2.61], [-2.31, 7.40, 2.14], [-3.01, 7.86, 3.24], [-4.35, 8.22, 3.00], [-0.43, 6.13, 1.39], [-0.45, 8.26, 4.11], [0.31, 8.61, 2.58], [0.81, 7.25, 3.68], [-1.20, 6.01, 3.38], [-2.89, 6.66, 1.56], [-2.08, 8.26, 1.47], [-4.82, 8.36, 3.98], [-4.85, 7.42, 2.49], [-4.46, 9.22, 2.55], [0.59, 6.19, 1.35], [-0.81, 6.56, 0.56], [6.18, -0.34, -0.19], [6.68, -0.27, -1.64], [7.40, 1.05, -1.89], [7.59, 0.98, -3.28], [8.27, 2.11, -3.70], [7.44, -1.53, -1.90], [5.48, -1.20, -0.15], [5.55, 0.55, -0.05], [6.96, -0.40, 0.58], [5.80, -0.33, -2.29], [8.40, 1.05, -1.40], [6.78, 1.90, -1.62], [8.08, 2.19, -4.77], [9.33, 1.99, -3.56], [7.80, 2.96, -3.22], [7.66, -1.64, -2.88], [8.24, -1.68, -1.29], [0.15, -0.43, 1.68], [1.13, -0.18, 0.59], [1.22, -1.34, -0.42], [-0.02, -1.45, -1.15], [-0.01, -2.55, -2.04], [0.77, 1.00, -0.29], [-0.81, -0.65, 1.18], [0.01, 0.47, 2.25], [0.46, -1.25, 2.34], [2.15, -0.06, 0.94], [1.43, -2.30, 0.09], [2.02, -1.21, -1.17], [-0.57, -3.40, -1.66], [1.02, -2.83, -2.25], [-0.45, -2.26, -2.97], [0.80, 1.86, 0.23], [-0.04, 0.84, -0.82], [4.79, -4.02, 2.72], [3.58, -3.24, 3.31], [3.74, -1.76, 3.35], [2.53, -1.21, 3.93], [2.51, 0.18, 4.22], [2.34, -3.60, 2.52], [4.37, -4.99, 2.47], [5.61, -3.99, 3.43], [5.20, -3.70, 1.81], [3.43, -3.57, 4.37], [3.92, -1.37, 2.35], [4.57, -1.46, 3.96], [3.48, 0.54, 4.64], [1.72, 0.42, 4.94], [2.41, 0.73, 3.31], [1.50, -3.07, 2.79], [2.14, -4.58, 2.58], [6.30, 1.44, 4.69], [6.11, 2.69, 3.85], [5.19, 2.31, 2.71], [4.82, 3.38, 1.83], [3.95, 2.89, 0.80], [5.56, 3.74, 4.74], [6.59, 0.60, 4.02], [5.36, 1.27, 5.23], [6.95, 1.57, 5.53], [7.05, 2.99, 3.34], [4.27, 1.95, 3.21], [5.62, 1.52, 2.12], [2.90, 2.76, 1.23], [4.34, 1.99, 0.29], [3.90, 3.73, 0.09], [4.71, 3.36, 5.22], [5.13, 4.44, 4.15]],
  "lowdin_charge": [-0.0874, 0.0306, -0.0058, -0.0895, -0.0013, 0.0224, -0.0728, 0.0265, 0.0095, -0.0736, 0.0055, -0.0010, -0.0863, 0.0775, -0.0012, -0.1110, 0.0318, 0.0088, -0.0844, 0.0125, -0.0150, -0.0308, 0.0067, 0.0040, -0.0764, -0.0150, -0.0049, -0.0821, -0.0123, -0.0076, -0.0877, 0.0064, -0.0122, -0.0534, -0.0247, 0.0526, -0.0931, 0.0351, 0.0068, -0.0941, -0.0060, -0.0203, -0.0961, 0.0477, 0.0189, -0.0779, 0.0458, 0.0450, -0.0470, -0.4132, -0.1871, -0.2148, -0.0591, 0.0504, 0.0660, 0.0747, 0.0864, 0.1104, 0.1109, 0.1384, 0.0603, 0.0865, 0.0714, 0.0996, 0.0410, -0.0615, -0.4455, -0.2038, -0.2050, -0.1310, 0.0719, 0.0734, 0.0679, 0.0751, 0.1040, 0.1396, 0.1431, 0.0950, 0.0745, 0.0824, 0.0249, 0.0600, -0.0356, -0.4387, -0.1631, -0.2292, -0.1361, 0.0438, 0.0457, 0.0856, 0.0812, 0.1346, 0.0922, 0.1344, 0.0718, 0.0839, 0.1099, 0.0975, 0.0701, -0.0718, -0.4146, -0.2076, -0.1676, -0.0851, 0.0624, 0.0611, 0.0652, 0.0881, 0.1380, 0.0869, 0.1313, 0.0782, 0.0922, 0.0614, 0.0370, 0.0610, -0.0588, -0.4169, -0.1868, -0.2246, -0.0630, 0.0601, 0.0895, 0.0829, 0.0841, 0.1450, 0.1100, 0.1363, 0.1009, 0.0588, 0.0827, 0.0550, 0.0681, -0.0682, -0.3783, -0.2245, -0.1661, -0.1237, 0.0552, 0.0717, 0.0609, 0.0765, 0.1470, 0.1204, 0.0961, 0.0784, 0.0648, 0.0836, 0.0523, 0.0805, -0.0479, -0.3929, -0.1622, -0.2237, -0.1522, 0.0609, 0.0559, 0.0980, 0.0420, 0.1198, 0.1082, 0.1389, 0.0966, 0.0692, 0.0858, 0.0575, 0.0675, -0.0265, -0.4409, -0.1702, -0.2164, -0.1180, 0.0730, 0.0683, 0.0471, 0.0744, 0.1187, 0.1216, 0.1242, 0.1101, 0.0875, 0.0675, 0.0746, 0.0683, -0.0414, -0.4460, -0.1783, -0.2516, -0.0508, 0.0773, 0.0887, 0.0936, 0.0572, 0.1196, 0.0951, 0.1153, 0.0949, 0.1007, 0.0962, 0.0654, 0.0804, -0.0412, -0.3969, -0.2230, -0.1787, -0.0910, 0.0609, 0.0769, 0.0499, 0.0813, 0.1230, 0.1284, 0.1087, 0.1031, 0.0602, 0.0808, 0.0281, 0.0138, -0.0528, -0.4463, -0.2257, -0.2166, -0.0941, 0.0493, 0.0644, 0.0882, 0.0750, 0.1250, 0.1391, 0.1265, 0.0827, 0.0958, 0.0717, 0.0493, 0.0766, -0.0482, -0.3739, -0.2249, -0.1888, -0.1127, 0.0646, 0.0765, 0.0957, 0.0626, 0.1271, 0.1138, 0.1426, 0.0883, 0.0700, 0.0988, 0.0645, 0.0428, -0.0511, -0.3868, -0.2068, -0.2026, -0.1190, 0.0418, 0.0775, 0.0402, 0.0879, 0.1189, 0.1463, 0.1078, 0.0927, 0.0864, 0.0880, 0.0928, 0.1014, -0.0435, -0.3500, -0.1664, -0.2216, -0.0813, 0.0919, 0.0708, 0.0712, 0.0588, 0.1210, 0.1036, 0.1179, 0.0719, 0.0586, 0.0832, 0.0432, 0.0336, -0.0294, -0.3663, -0.1603, -0.2386, -0.0559, 0.0602, 0.0787, 0.0893, 0.0409, 0.1487, 0.1246, 0.1213, 0.0760, 0.0797, 0.0670, 0.0568, 0.0801, -0.0686, -0.4266, -0.2157, -0.1968, -0.0767, 0.0604, 0.0871, 0.0626, 0.0731, 0.1480, 0.1093, 0.0991, 0.1023, 0.0575, 0.0835, 0.0934, 0.0407]
}

3.
{
  "formula": "C27H31CeNOP2",
  "method": "ωB97M-V/def2-TZVPD",
  "gap_ev": [5.631, 5.624],
  "homo_energy_ev": [-13.38, -13.37],
  "total_charge": 2,
  "elements": ["C", "C", "C", "C", "C", "C", "C", "C", "C", "C", "C", "C", "C", "H", "H", "H", "H", "H", "H", "H", "N", "Ce", "C", "H", "H", "C", "H", "H", "P", "P", "C", "H", "H", "H", "C", "H", "H", "H", "C", "H", "H", "H", "C", "H", "H", "H", "C", "O", "H", "C", "C", "C", "C", "C", "C", "C", "H", "H", "H", "H", "H", "H", "H"],
  "positions_angstrom": [[0.86, -3.97, -2.31], [0.26, -2.76, -1.97], [-0.32, -2.66, -0.67], [-0.30, -3.75, 0.22], [0.35, -4.92, -0.16], [0.92, -5.05, -1.42], [-1.09, -3.76, 1.49], [-2.12, -2.63, 1.52], [-2.10, -1.61, 0.55], [-3.19, -0.70, 0.43], [-4.23, -0.82, 1.35], [-4.24, -1.80, 2.34], [-3.19, -2.70, 2.41], [1.29, -4.04, -3.32], [0.39, -5.77, 0.52], [1.37, -5.99, -1.77], [-1.71, -4.69, 1.44], [-5.06, -0.12, 1.23], [-5.11, -1.88, 2.98], [-3.21, -3.48, 3.17], [-0.91, -1.46, -0.22], [0.40, 0.30, 0.25], [0.32, -1.60, -2.98], [-0.67, -1.18, -3.22], [0.77, -1.97, -3.92], [-3.20, 0.47, -0.57], [-2.99, 0.17, -1.61], [-4.19, 0.95, -0.56], [1.41, -0.24, -2.36], [-1.97, 1.77, -0.03], [-2.87, 2.63, 1.29], [-2.15, 3.25, 1.85], [-3.65, 3.30, 0.90], [-3.33, 1.95, 2.02], [-1.96, 2.99, -1.40], [-2.91, 3.55, -1.44], [-1.14, 3.68, -1.21], [-1.78, 2.48, -2.35], [3.05, -1.06, -2.33], [3.44, -1.28, -3.33], [3.75, -0.38, -1.82], [3.02, -1.99, -1.76], [1.57, 0.93, -3.76], [2.27, 1.72, -3.44], [1.94, 0.45, -4.67], [0.59, 1.39, -3.95], [-0.64, 0.62, 2.40], [-1.07, 0.71, 3.48], [-0.55, -3.96, 2.43], [1.40, 2.46, 0.29], [2.48, 2.77, 1.23], [2.23, 3.05, 2.59], [3.21, 3.65, 3.38], [4.50, 3.89, 2.87], [4.79, 3.46, 1.56], [3.82, 2.86, 0.78], [1.67, 2.55, -0.77], [0.43, 2.94, 0.48], [1.25, 2.82, 3.02], [2.99, 3.94, 4.41], [5.24, 4.42, 3.47], [5.80, 3.61, 1.18], [4.07, 2.48, -0.22]],
  "lowdin_charge": [-0.0366, -0.2162, -0.1953, -0.1474, -0.0149, -0.0331, -0.0600, -0.1328, -0.2043, -0.2143, -0.0385, -0.0362, -0.0114, 0.1260, 0.1301, 0.1251, 0.1540, 0.1244, 0.1230, 0.1320, -0.1498, 0.9804, -0.2681, 0.1015, 0.1032, -0.2386, 0.1045, 0.1063, 0.8027, 0.8249, -0.2229, 0.0599, 0.0767, 0.0583, -0.2076, 0.0716, 0.0520, 0.0553, -0.2208, 0.0723, 0.0478, 0.0522, -0.2315, 0.0531, 0.0694, 0.0476, -0.0466, 0.1993, 0.1420, -0.2401, -0.3003, -0.0420, -0.0551, -0.0411, -0.0509, -0.0377, 0.0738, 0.0482, 0.1012, 0.1197, 0.1221, 0.1205, 0.1132]
}

Q: Which energy values were calculated for the entries above? A: -10629.0318, -159099.0595, -63530.0073, in eV.